Record 1
Density functional theory data (ωB97M-V with the def2-TZVPD basis set) for C19H26N2O6 in the gas phase at a distorted geometry.

Positions of all 53 atoms, in Å:
C: -1.71022 -1.83764 4.73090
C: -1.30614 -2.45154 3.27099
C: -1.89253 -1.61691 2.04911
C: -3.40644 -1.18838 2.10071
C: -4.09622 -0.35060 0.97030
O: -5.46414 0.04163 0.99266
C: -3.21951 0.02283 -0.24729
C: -1.72995 -0.43784 -0.31080
C: -1.00942 -1.23135 0.79972
C: 0.53754 -1.61597 0.64608
C: 1.35535 -0.23928 0.51290
C: 2.95217 -0.40104 0.46319
C: 3.47070 -1.47837 -0.63986
N: 3.78948 -0.84482 -1.95397
C: 2.73013 -1.02320 -2.96356
C: 1.98818 -2.38802 -3.32155
O: 2.41513 0.00913 -3.63345
C: -1.24942 0.10889 -1.72979
O: -0.39267 -0.36947 -2.49801
N: -2.13094 1.31211 -1.93138
O: -1.56322 2.14258 -0.97304
C: -0.52809 2.96197 -1.56654
C: 0.52988 3.44976 -0.43329
C: 1.46103 4.66938 -0.97147
O: -0.17569 3.82913 0.79009
C: -3.51653 0.84514 -1.57707
O: -4.55546 1.04898 -2.22742
H: -2.30182 -2.58368 5.36866
H: -2.32100 -0.88886 4.56478
H: -0.74786 -1.50827 5.27773
H: -1.71921 -3.52993 3.27368
H: -0.16555 -2.53009 3.26998
H: -4.02669 -1.49827 3.00438
H: -5.90783 -0.60455 0.38449
H: 0.66892 -2.22207 -0.32075
H: 0.94624 -2.19024 1.56159
H: 1.03440 0.42858 -0.35610
H: 1.12192 0.36525 1.47427
H: 3.39391 0.63275 0.19484
H: 3.42325 -0.66891 1.48440
H: 2.78783 -2.39696 -0.70231
H: 4.47421 -1.87218 -0.21583
H: 4.72159 -1.09715 -2.30364
H: 2.67726 -3.31460 -3.30053
H: 1.22001 -2.57064 -2.47339
H: 1.37956 -2.35639 -4.28629
H: -0.93896 3.92161 -2.05285
H: 0.10029 2.44013 -2.36498
H: 1.26610 2.60299 -0.15101
H: 1.29183 5.59510 -0.30087
H: 1.31240 4.88816 -2.08061
H: 2.57104 4.39029 -0.81041
H: 0.45518 3.60084 1.51262

* largest force on an atom: 4.82 eV Å⁻¹
* HOMO: -9.015 eV
* molar mass: 378.425 Da
* SMILES string: CCc1cc(O)c2c(c1CCCCNC(C)=O)C(=O)N(OC[C@@H](C)O)C2=O
* calculated total energy: -35380.024 eV
* LUMO: -0.620 eV

Record 2
Density functional theory data (ωB97M-V with the def2-TZVPD basis set) for C19H26N2OS in the gas phase.

Positions of all 49 atoms, in Å:
C: 6.47794 -0.38023 0.45884
C: 5.25770 -1.23056 0.46616
C: 5.01385 -2.35429 1.18820
C: 3.73409 -2.90816 0.94612
C: 3.01363 -2.20659 0.03434
C: 1.63687 -2.45669 -0.47917
N: 0.85417 -1.23643 -0.42672
C: -0.38977 -1.31337 -1.16391
C: -1.01755 0.08248 -1.21080
N: -1.22941 0.67452 0.10266
C: -2.43003 0.18300 0.77012
C: -3.66366 0.58591 0.00529
C: -4.52525 -0.36872 -0.51703
C: -5.65454 0.01152 -1.22188
C: -5.93062 1.35326 -1.41642
C: -5.07478 2.31249 -0.90042
C: -3.95002 1.93176 -0.19227
C: -0.02179 0.60076 0.92443
C: 1.02034 1.63088 0.46649
C: 0.48009 3.06148 0.52611
O: -0.52258 3.31772 -0.42039
C: 0.58753 -0.80930 0.93193
S: 3.89921 -0.83223 -0.54294
H: 6.23141 0.64988 0.71375
H: 7.19880 -0.75868 1.17973
H: 6.93835 -0.37697 -0.52884
H: 5.72076 -2.77916 1.87898
H: 3.36971 -3.79624 1.43231
H: 1.17900 -3.28098 0.09994
H: 1.68698 -2.76927 -1.52875
H: -0.18053 -1.64536 -2.18338
H: -1.09014 -2.03755 -0.70562
H: -1.97695 0.04538 -1.73091
H: -0.34934 0.73970 -1.77176
H: -2.42640 -0.90950 0.90924
H: -2.46347 0.64451 1.76294
H: -4.31350 -1.41918 -0.37070
H: -6.31741 -0.74223 -1.62131
H: -6.81027 1.65065 -1.96788
H: -5.28543 3.36116 -1.04871
H: -3.28667 2.68201 0.21079
H: -0.31183 0.85315 1.95241
H: 1.35072 1.40022 -0.54508
H: 1.88637 1.55697 1.12575
H: 1.28508 3.77285 0.31963
H: 0.10124 3.26019 1.54309
H: -1.12869 2.55668 -0.38762
H: 1.52621 -0.79579 1.48945
H: -0.09939 -1.51164 1.44382

* largest force on an atom: 0.60 eV Å⁻¹
* HOMO: -8.372 eV
* molar mass: 330.497 Da
* SMILES string: Cc1ccc(CN2CCN(Cc3ccccc3)[C@H](CCO)C2)s1
* calculated total energy: -35987.794 eV
* LUMO: 0.782 eV

Record 3
Density functional theory data (ωB97M-V with the def2-TZVPD basis set) for C19H26N4O2 as an isolated structure at a distorted geometry.

Positions of all 51 atoms, in Å:
C: 3.25168 -2.57425 0.03482
C: 4.33263 -1.52077 0.25612
C: 4.34859 -0.38102 -0.77548
N: 3.15005 -0.15058 -1.55349
N: 2.17702 0.67615 -0.97218
C: 1.26618 1.16298 -1.81010
C: 0.25894 1.94258 -1.32260
C: -0.84032 2.44267 -2.21494
C: -2.04309 1.61278 -1.79785
C: -3.30229 2.12588 -1.60098
C: -4.30114 1.30905 -1.11520
C: -4.06225 -0.01534 -0.80447
C: -5.08554 -0.91837 -0.19123
C: -2.80320 -0.47005 -1.07381
C: -1.81614 0.29960 -1.56731
C: 0.30789 2.18067 0.02627
N: -0.67163 3.00298 0.63295
C: -1.71711 2.45621 1.02242
O: -2.69299 1.93912 1.45221
C: 1.30274 1.63812 0.81603
N: 2.23212 0.86044 0.30645
H: 3.06683 -2.75592 -1.03083
H: 2.29312 -2.26214 0.45396
H: 3.54302 -3.53150 0.44127
H: 4.19000 -1.12322 1.25441
H: 5.29814 -2.01522 0.24276
H: 5.11703 -0.64267 -1.49788
H: 4.71705 0.53176 -0.32902
H: 2.72583 -0.97607 -1.94958
H: 1.32040 0.92991 -2.85283
H: -1.03456 3.50204 -2.11332
H: -0.58074 2.16819 -3.23234
H: -3.45211 3.17122 -1.81140
H: -5.26305 1.76024 -0.93276
H: -4.61382 -1.85547 0.06977
H: -5.89256 -1.11272 -0.89041
H: -5.53000 -0.46458 0.68667
H: -2.53779 -1.48974 -0.84602
H: -0.85090 -0.14900 -1.72322
H: 1.32138 1.83111 1.87162
C: 0.68060 -1.39702 3.59315
C: 0.80699 -0.96254 2.12073
C: -0.55587 -1.15389 1.43312
O: 1.73607 -1.70982 1.48806
H: 0.41063 -2.45178 3.66392
H: 1.62369 -1.24580 4.12026
H: -0.09161 -0.81630 4.12263
H: 0.97383 0.16134 2.14610
H: -0.89048 -2.19322 1.43547
H: -0.48611 -0.81456 0.39416
H: -1.33710 -0.55149 1.92390

* largest force on an atom: 4.54 eV Å⁻¹
* HOMO: -6.495 eV
* molar mass: 342.443 Da
* calculated total energy: -30173.764 eV
* LUMO: -0.961 eV

Record 4
Density functional theory data (ωB97M-V with the def2-TZVPD basis set) for C19H26N4O2S in the gas phase at a distorted geometry.

Positions of all 52 atoms, in Å:
C: -1.29679 -3.40987 1.34509
C: -1.57565 -1.93575 1.06807
N: -1.41392 -1.62942 -0.32897
C: -2.36292 -1.52498 -1.30928
C: -3.82715 -1.69110 -1.08403
O: -4.32784 -0.88175 -0.04366
C: -4.38604 0.48105 -0.23005
C: -3.95869 1.13804 -1.37371
C: -4.06642 2.51774 -1.45446
C: -4.59706 3.24102 -0.40481
C: -5.02193 2.57914 0.73604
C: -4.92453 1.20337 0.84427
C: -5.37544 0.47494 2.07335
N: -1.79828 -1.26081 -2.45344
N: -0.47294 -1.19629 -2.26931
C: -0.24676 -1.41161 -1.00155
S: 1.30204 -1.45049 -0.22024
C: 2.31831 -0.66773 -1.52076
C: 2.85768 0.68141 -1.06575
O: 2.47374 1.70451 -1.59786
N: 3.74956 0.68140 -0.05326
C: 4.34286 -0.46679 0.59011
C: 5.83013 -0.55203 0.23777
C: 6.53349 0.73751 0.65369
C: 5.84287 1.93525 0.00597
C: 4.35559 1.93392 0.35526
H: -0.27518 -3.65737 1.06544
H: -1.97798 -4.04166 0.77922
H: -1.42837 -3.61436 2.40361
H: -0.87506 -1.31181 1.63199
H: -2.59778 -1.67574 1.35093
H: -4.34415 -1.50391 -2.03206
H: -4.03985 -2.71707 -0.76184
H: -3.53075 0.59561 -2.20139
H: -3.72685 3.01940 -2.34766
H: -4.67983 4.31531 -0.46909
H: -5.43779 3.14090 1.56021
H: -5.87825 1.15137 2.75927
H: -4.52177 0.02938 2.58403
H: -6.05360 -0.33281 1.80380
H: 3.11457 -1.36140 -1.78908
H: 1.64854 -0.51485 -2.36691
H: 3.82779 -1.38378 0.31028
H: 4.23372 -0.34189 1.67449
H: 6.27469 -1.41094 0.74221
H: 5.93634 -0.69468 -0.83980
H: 7.58365 0.70394 0.35926
H: 6.49212 0.83752 1.74103
H: 6.29525 2.86708 0.34678
H: 5.95175 1.88016 -1.07890
H: 3.83190 2.73959 -0.16093
H: 4.22296 2.05135 1.43664

* largest force on an atom: 1.26 eV Å⁻¹
* HOMO: -8.465 eV
* molar mass: 374.510 Da
* SMILES string: CCn1c(COc2ccccc2C)nnc1SCC(=O)N1CCCCC1
* calculated total energy: -41015.928 eV
* LUMO: 0.534 eV

Record 5
Density functional theory data (ωB97M-V with the def2-TZVPD basis set) for C19H26N4O5S as an isolated structure at a distorted geometry.

Positions of all 55 atoms, in Å:
C: -0.32087 -4.68062 -1.59841
H: -0.96178 -5.06807 -0.96097
H: 0.71480 -4.43623 -1.29651
C: -0.93829 -3.37405 -2.30167
C: -2.29890 -3.53640 -2.97596
C: -2.92080 -2.44546 -3.43249
H: -3.94922 -2.70469 -3.83545
C: -1.78069 -1.82926 -4.57662
N: -0.50944 -1.55687 -3.91034
C: -0.07403 -0.39465 -3.73374
O: 1.18272 -0.44218 -3.04399
C: -0.54646 0.85734 -4.21384
H: -0.02238 1.78934 -4.37728
H: -1.09608 0.56804 -5.24301
C: -1.75041 1.39152 -3.34206
N: -1.32650 1.61330 -1.86847
S: -1.98983 0.92317 -0.63400
O: -2.92438 1.63002 0.07926
O: -2.09001 -0.55011 -1.17291
C: -0.40853 0.73453 0.49222
C: -0.42567 1.33529 1.70327
C: 0.64571 1.09327 2.72264
C: 1.90194 0.62630 2.09117
C: 1.88987 0.19058 0.87057
C: 1.08371 0.39263 -0.21866
H: 0.88079 0.00507 -1.19562
H: 2.72242 0.07439 0.32161
N: 3.05806 0.59977 2.84747
C: 2.82526 1.09880 4.34965
O: 3.77727 1.04239 4.94952
N: 1.77080 1.53142 4.63424
C: 0.56783 1.78312 3.89473
O: -0.51023 2.05603 4.41114
C: 1.51070 2.12993 6.07175
H: 0.79283 1.48135 6.61264
H: 2.66281 1.71222 6.49335
H: 1.37155 3.16038 5.97597
C: 4.07837 0.03862 2.56195
H: 4.60472 0.80183 1.62165
H: 5.00191 0.17562 3.39574
H: 3.95744 -0.89326 2.12031
H: -1.46443 1.47644 2.32963
H: -1.15957 2.67631 -1.72775
H: -2.45003 2.24281 -3.66107
H: -2.40335 0.52666 -3.06075
C: -0.09739 -2.79830 -3.45483
H: 0.82782 -2.48071 -2.93759
H: -0.00432 -3.50183 -4.19785
H: -2.18282 -1.01002 -5.05778
H: -1.63050 -2.66418 -5.19707
H: -2.97605 -1.77795 -2.76671
H: -2.87986 -4.15176 -2.17989
H: -2.07510 -4.56059 -3.86322
H: -1.23045 -2.65270 -1.48569
H: -0.22683 -5.44831 -2.37931

* largest force on an atom: 17.83 eV Å⁻¹
* HOMO: -7.999 eV
* molar mass: 422.507 Da
* calculated total energy: -47142.352 eV
* LUMO: -0.660 eV

Listing energy relative to the best compared isomer or geometry (same formula, charge and spin) for the structures above in their given order: 11.823; 1.023; 9.267; 2.013; 17.905 eV.